1.
This record from the Open Molecules 2025 dataset describes a molecular structure, C28H36Br72N3O6P2. The level of theory is ωB97M-V/def2-TZVPD.

Structure (ORCA input):
```
! wB97M-V def2-TZVPD RIJCOSX def2/J DEFGRID3
* xyz -1 1
Br -2.464 9.489 14.433
Br 15.581 -3.091 -4.659
Br -2.351 4.746 15.023
Br -2.691 0.559 -0.407
Br -5.037 -0.702 -3.450
Br 14.876 -5.709 -6.333
Br -4.860 -3.778 -6.025
Br -1.947 2.483 8.286
Br -6.076 6.156 -4.316
Br -5.085 8.088 13.275
Br -1.150 -3.071 -5.498
Br 12.876 1.430 -6.698
Br -5.532 3.789 4.702
Br -5.074 5.462 16.518
Br -7.330 -5.107 5.699
Br -6.279 -9.597 -8.519
Br -5.106 -2.961 -9.091
Br 9.275 -2.703 -6.170
Br 0.316 -4.252 -8.068
Br -6.797 -1.390 -6.881
Br -4.944 2.179 -2.091
Br -4.491 7.004 8.982
Br -7.627 -12.842 -9.966
Br -7.716 0.624 -2.338
Br -0.849 14.428 14.456
Br 1.888 -12.143 -0.031
Br -2.583 11.931 -6.091
Br 5.960 0.806 -8.634
Br -2.723 13.452 16.842
Br -3.936 -8.910 -6.468
Br -8.339 8.185 -5.272
Br -3.232 -9.995 -9.380
Br -0.279 9.723 -6.091
Br -5.639 -6.306 3.270
Br -4.004 11.844 -1.014
Br -1.001 4.197 0.448
Br -2.276 6.114 17.904
Br 7.936 2.855 -10.076
Br -4.890 9.371 -2.832
Br 4.681 -10.611 0.030
Br 10.715 0.757 -8.948
Br -1.809 10.132 -2.574
Br -2.398 8.994 10.326
Br -3.036 -1.634 1.862
Br -4.627 -13.875 -9.674
Br -2.743 6.862 0.231
Br -0.686 -5.736 5.406
Br -3.584 -4.756 6.310
Br -0.425 0.203 1.833
Br 12.334 -1.600 -7.542
Br -1.082 -2.787 6.550
Br 1.092 3.469 8.501
Br -4.680 11.238 12.936
Br 2.551 -9.979 -2.276
Br -5.437 -11.989 -12.117
Br 1.240 0.051 10.566
Br -1.218 5.043 10.026
Br -4.096 4.149 1.211
Br 9.242 -0.061 -4.363
Br 4.174 -0.663 9.555
Br 7.983 2.537 -6.893
Br -4.997 6.899 4.275
Br -6.606 6.598 -7.430
Br -7.832 -8.102 4.729
Br 6.469 -1.739 -4.804
Br 17.002 -3.617 -7.463
Br -2.254 8.416 7.198
Br -2.244 -5.731 -6.873
Br -3.337 8.837 -6.220
Br 1.797 -0.410 7.450
Br 0.418 12.918 16.963
Br -2.841 5.138 5.816
P 1.447 -4.727 -2.897
P 4.882 -6.055 -2.413
O 4.661 -4.342 -4.696
O 1.667 -4.315 -4.471
O 6.439 -5.891 -1.798
O 4.703 -2.359 -3.763
O 1.058 -2.988 -0.901
O 0.738 -2.057 0.128
N 4.971 -3.529 -1.376
N 2.765 -4.171 -1.934
N 1.605 -6.434 -3.043
C -4.343 9.693 14.037
C 8.216 -1.187 -5.577
C -6.023 -13.360 -10.897
C -1.125 13.102 15.824
C -2.045 10.185 -6.702
C -5.164 -2.341 -7.266
C 6.902 2.478 -8.487
C -3.397 8.575 8.734
C -1.359 -4.042 -7.150
C -2.740 4.938 0.096
C -5.992 0.940 -3.135
C -3.522 10.107 -1.695
C 4.156 -4.270 -2.378
C -3.231 5.951 16.239
C -6.627 7.401 -5.680
C -1.883 -4.237 5.568
C 4.016 -6.993 -1.059
C 15.403 -3.859 -6.414
C 3.273 -11.308 -1.083
C -0.610 3.326 9.387
C 2.286 -0.891 9.247
C -4.709 5.376 5.422
C -7.324 -6.320 4.200
C 4.522 -3.607 -3.732
C -1.777 -0.660 0.770
C 11.581 0.155 -7.341
C -4.468 -8.969 -8.318
C 2.479 -3.075 -1.026
H 6.343 -5.791 -0.842
H -2.010 10.221 -7.780
H 4.741 -7.603 -0.524
H -3.436 9.445 -0.846
H -1.269 12.154 15.326
H 2.070 -1.943 9.364
H 1.545 -6.813 -2.107
H -2.071 -3.873 4.570
H -4.847 9.860 14.978
H -6.164 1.401 -4.097
H -3.228 6.927 15.774
H -1.264 -1.380 0.149
H -2.987 4.695 -0.928
H -6.266 -14.230 -11.489
H -8.073 -5.969 3.506
H -5.908 8.206 -5.690
H 3.352 -7.690 -1.564
H 1.000 -3.643 -4.665
H -0.464 2.698 10.253
H -4.067 9.402 8.550
H -4.352 -1.637 -7.144
H 5.863 -3.291 -1.785
H 3.711 -12.080 -1.698
H -2.002 -3.449 -7.787
H 2.861 -2.104 -1.349
H 6.161 3.258 -8.399
H 5.079 -4.069 -0.527
H 3.438 -6.363 -0.377
H 2.838 -3.321 -0.020
H 10.811 0.073 -6.582
H 2.468 -6.707 -3.514
H -4.439 -7.954 -8.688
H -5.203 5.587 6.359
H 1.540 -1.656 0.497
H 14.610 -3.322 -6.915
H 8.024 -0.587 -6.460
*
```

- DFT total energy: -5108003.108 eV
- Orbital gap: 0.20271 hartree

2.
This record from the Open Molecules 2025 dataset describes a molecular structure, C28H36Cl2IrN4S2. The level of theory is ωB97M-V/def2-TZVPD.

Structure (ORCA input):
```
! wB97M-V def2-TZVPD RIJCOSX def2/J DEFGRID3
* xyz 1 1
Ir 0.175 -1.558 0.038
Cl -2.158 0.286 -1.277
Cl -3.341 -2.755 3.072
S 0.746 -0.668 2.135
S -1.200 -3.328 0.771
N 0.055 -2.901 3.472
N -1.265 -1.313 -1.097
N 1.257 0.167 -0.726
N 0.979 -1.173 4.671
C 2.690 2.675 0.649
C -3.500 -1.969 1.513
C -2.193 1.922 -3.637
C 4.851 -0.773 -0.835
C -4.960 0.081 0.926
C -2.852 1.234 -0.157
C 0.746 1.132 -1.411
C -2.636 -2.288 0.536
C 2.811 3.860 -0.319
C 2.398 -2.919 -0.156
C -0.639 1.358 -1.798
C 3.714 -3.021 -2.266
C -3.282 -2.419 -1.994
C 3.300 1.398 0.047
C 2.822 -2.133 -1.400
C -2.618 -1.732 -0.835
C -4.674 -1.081 1.515
C 1.303 2.650 1.287
C 4.696 1.397 0.132
C 2.697 0.262 -0.522
C -3.265 1.234 -3.350
C 3.472 -0.841 -0.932
C -2.075 1.839 0.955
C 0.562 -1.691 3.510
C -4.984 2.367 -0.048
C 5.470 0.349 -0.311
C -0.882 1.921 -2.983
C -4.330 0.971 -0.118
H -2.859 -2.065 -2.936
H 6.548 0.391 -0.227
H -4.606 0.548 -1.090
H -1.062 1.438 0.979
H -4.606 3.010 -0.843
H -4.786 2.845 0.914
H -4.356 -2.230 -2.008
H -5.439 -1.436 2.196
H 3.826 3.968 -0.698
H -2.012 2.925 0.849
H 2.536 4.785 0.189
H 3.284 -3.112 0.460
H 3.371 2.894 1.475
H 1.228 3.491 1.978
H 1.910 -3.865 -0.378
H -0.365 -3.244 2.596
H -5.942 0.459 1.198
H -2.547 1.611 1.914
H 1.939 -1.893 -1.996
H 5.454 -1.604 -1.169
H 4.540 -3.452 -1.699
H -0.072 -3.437 4.316
H 0.838 -1.650 5.545
H 0.495 2.779 0.567
H 2.146 3.753 -1.180
H -2.342 2.500 -4.553
H -3.121 -3.500 -1.941
H 4.128 -2.463 -3.106
H 3.127 -3.848 -2.665
H 5.180 2.257 0.580
H 1.814 -2.363 0.637
H 1.441 1.877 -1.798
H -0.055 2.344 -3.545
H 1.125 1.738 1.855
H -6.063 2.276 -0.163
H 1.412 -0.266 4.685
*
```

- DFT total energy: -85116.240 eV
- Orbital gap (spin up / spin down): 0.20435 / 0.20440 hartree
- Energy above the lowest of the compared OMol25 structures with the same formula, charge and spin: 14.941 eV

3.
This record from the Open Molecules 2025 dataset describes a molecular structure, C28H36CsGeN2O8. The level of theory is ωB97M-V/def2-TZVPD.

Structure (ORCA input):
```
! wB97M-V def2-TZVPD RIJCOSX def2/J DEFGRID3
* xyz -1 1
Cs 1.053 -0.985 -1.438
Ge -3.053 1.177 -0.282
O 5.812 0.389 -3.219
O 4.889 3.073 -4.058
O 2.757 3.793 -2.106
O 1.732 1.271 -0.999
O 3.455 -0.900 -1.965
O -1.550 -0.957 -1.308
O 5.791 -4.751 0.682
O 7.199 -1.732 -2.153
N 6.317 -3.709 -1.255
N 2.850 -1.783 1.293
C -6.007 1.774 1.634
C -0.104 -3.181 1.882
C -1.550 4.635 0.226
C -3.674 0.734 1.518
C 3.212 2.684 -2.326
C 4.673 -0.266 0.954
C 5.696 -3.777 -0.052
C -1.288 -4.550 0.293
C 5.459 -1.287 0.445
C 3.624 0.336 -2.189
C -3.027 4.814 -0.111
C 2.746 1.403 -1.744
C -6.888 2.822 2.305
C -1.171 3.250 0.744
C -0.098 -4.162 0.897
C -1.307 -2.594 2.261
C 4.751 0.932 -2.910
C -1.363 2.125 -0.286
C 4.929 -2.567 0.394
C 3.626 -2.757 0.826
C 4.374 2.354 -3.230
C -3.831 -1.392 -1.785
C -2.696 -0.566 -1.210
C 6.156 -2.676 -2.252
C -4.577 1.793 2.162
C -2.491 -3.973 0.684
C -2.499 -2.992 1.667
C 3.381 -0.558 1.358
H -4.809 -1.073 -1.421
H -3.664 -2.446 -1.556
H -3.230 5.824 -0.471
H -6.429 0.775 1.790
H 6.459 -1.097 0.073
H -4.199 -0.227 1.466
H -2.779 0.557 2.121
H -0.114 3.273 1.019
H -1.257 5.377 0.974
H -6.965 2.641 3.380
H -3.814 -1.274 -2.872
H 6.171 -3.172 -3.227
H -4.206 1.849 -1.069
H 0.829 -2.849 2.316
H -4.599 1.647 3.248
H -4.163 2.794 2.006
H -1.719 3.040 1.671
H -3.659 4.648 0.767
H 3.190 -3.750 0.772
H -1.278 -5.308 -0.480
H 6.823 -0.883 -2.473
H 5.184 -2.197 -2.125
H -1.312 -1.820 3.020
H -3.435 -2.538 1.975
H 0.835 -4.621 0.594
H -1.157 2.493 -1.294
H -6.000 1.937 0.552
H -0.946 4.845 -0.661
H 6.923 -4.491 -1.449
H 2.732 0.225 1.734
H -3.419 -4.289 0.223
H 5.039 0.751 0.999
H -0.616 1.345 -0.121
H -7.899 2.824 1.894
H -3.356 4.123 -0.890
H -6.473 3.824 2.170
*
```

- DFT total energy: -106045.409 eV
- Orbital gap: 0.20082 hartree
- Energy above the lowest of the compared OMol25 structures with the same formula, charge and spin: 1.550 eV

4.
This record from the Open Molecules 2025 dataset describes a molecular structure, C28H36CsGeN2O8. The level of theory is ωB97M-V/def2-TZVPD.

Structure (ORCA input):
```
! wB97M-V def2-TZVPD RIJCOSX def2/J DEFGRID3
* xyz -1 1
Cs -0.889 1.339 0.410
Ge 2.702 -1.300 -1.805
O 1.776 0.443 0.203
O -1.337 5.845 2.259
O -2.303 5.575 5.930
O -2.639 2.986 6.571
O -2.383 3.305 1.491
O -0.700 5.424 -2.431
O -1.990 2.992 -1.446
O -0.216 7.209 -0.139
N -0.673 -0.107 3.543
N -2.400 3.711 4.447
C -2.600 -2.266 1.403
C -2.590 -2.208 -1.000
C -1.018 5.209 -1.275
C -1.329 5.431 1.102
C 2.758 0.202 -3.036
C 3.571 -0.600 -5.356
C 2.487 -0.524 0.027
C -2.282 2.792 5.401
C 2.433 -0.013 -4.521
C 1.851 -5.511 -4.184
C -1.637 1.459 5.091
C -1.695 3.997 -0.755
C -3.413 -1.089 -0.978
C -3.834 -0.562 0.237
C 1.994 -4.518 -3.038
C 3.170 -1.204 1.187
C -3.429 -1.152 1.427
C 0.979 -3.384 -3.120
C 3.873 -2.073 -5.107
C -1.865 4.144 0.664
C -0.860 -0.662 5.863
C 1.077 -2.388 -1.962
C -0.489 -0.949 4.560
C -2.181 -2.797 0.190
C -0.765 6.130 -0.101
C -1.233 1.067 3.823
C -1.447 0.565 6.132
C -2.968 5.006 4.830
H 1.097 -2.868 -4.078
H 3.729 0.695 -2.940
H 1.537 -0.631 -4.631
H 3.980 -2.168 -1.779
H 3.325 -0.468 -6.412
H 4.474 -0.007 -5.176
H -4.447 0.331 0.255
H 2.013 -5.024 -5.148
H 1.875 -5.037 -2.081
H 2.176 0.958 -4.950
H -2.259 -2.616 -1.948
H -1.764 0.855 7.124
H 4.646 -2.432 -5.789
H 3.007 -4.105 -3.038
H -2.188 3.602 3.445
H -1.390 1.733 2.985
H 0.955 -2.925 -1.016
H -2.269 -2.710 2.333
H 4.232 -2.257 -4.095
H -3.707 -0.615 -1.905
H 2.572 -6.326 -4.102
H 0.852 -5.951 -4.201
H 2.611 -1.034 2.108
H -4.031 4.870 5.062
H -2.825 5.665 3.981
H -0.694 -1.386 6.650
H 2.029 0.894 -2.602
H -0.026 -1.900 4.315
H -3.737 -0.729 2.375
H -0.028 -3.814 -3.129
H -2.419 4.936 6.648
H 4.164 -0.761 1.298
H 3.304 -2.270 1.001
H 0.252 -1.671 -2.007
H 2.984 -2.692 -5.264
H -1.534 -3.666 0.171
*
```

- DFT total energy: -106046.187 eV
- Orbital gap: 0.18307 hartree
- Energy above the lowest of the compared OMol25 structures with the same formula, charge and spin: 0.771 eV

> Which formula does entry 1 have?

C28H36Br72N3O6P2